1.
The following is a DFT calculation (wB97M-V/def2-TZVPD) of a 2-piece molecular cluster, C4H14N3O overall.

The value obtained for the energy above the lowest of the compared OMol25 structures with the same formula, charge and spin is 2.535 eV. The calculation puts the HOMO-LUMO gap at 0.411 Eh. As for the LUMO energy: -0.113 Eh. The total charge is +1.

Last columns: bonded neighbours and bond lengths (Å).
Cartesian coordinates (Å):
1 C -0.64 -2.09 -2.45  O2 1.452, H4 1.200, H5 1.061, H6 1.217
2 O 0.47 -1.40 -1.83  C1 1.452, H3 0.974
3 H 1.19 -1.36 -2.49  O2 0.974
4 H -0.62 -3.24 -2.13  C1 1.200
5 H -0.53 -1.91 -3.49  C1 1.061
6 H -1.62 -1.40 -2.23  C1 1.217
7 C -0.97 0.61 0.24  C8 1.512, N10 1.471, H13 1.103, H14 1.156
8 C -1.48 2.00 -0.09  C7 1.512, H15 1.107, H16 1.053, H22 1.076
9 C 1.00 0.25 1.65  N10 1.311, N11 1.415, N12 1.373
10 N -0.21 0.73 1.49  C7 1.471, C9 1.311, H17 1.105
11 N 1.45 -0.70 0.71  C9 1.415, H18 1.006, H19 1.040
12 N 1.77 0.58 2.74  C9 1.373, H20 1.031, H21 1.064
13 H -1.86 -0.05 0.28  C7 1.103
14 H -0.36 0.21 -0.66  C7 1.156
15 H -2.51 2.06 -0.49  C8 1.107
16 H -0.87 2.45 -0.83  C8 1.053
17 H -0.63 1.39 2.27  N10 1.105
18 H 1.04 -0.68 -0.21  N11 1.006
19 H 2.41 -1.08 0.83  N11 1.040
20 H 2.61 1.11 2.44  N12 1.031
21 H 1.89 -0.14 3.51  N12 1.064
22 H -1.54 2.67 0.74  C8 1.076

2.
The following is a DFT calculation (wB97M-V/def2-TZVPD) of a 6-piece molecular cluster, C42H55F5N4O20P4S2 overall.

As for the SMILES: CCCOc1c(C)c(N=C=O)c([PH2]=S)c2c1N(P(C)C)c1c([PH2]=N)c(CCOC(=O)CC)c(P(N)O)c(CCC)c1S2.O=C1OC[C@@H](F)O1.O=C1OC[C@@H](F)O1.O=C1OC[C@@H](F)O1.O=C1OC[C@@H](F)O1.O=C1OC[C@@H](F)O1. The calculation puts the HOMO-LUMO gap at 0.276 Eh. As for the LUMO energy: -0.014 Eh.

Last columns: bonded neighbours and bond lengths (Å).
Cartesian coordinates (Å):
1 C 2.14 -4.25 -2.43  C2 1.596, H43 1.134, H44 1.135, H45 1.134
2 C 0.82 -3.94 -3.27  C1 1.596, C3 1.598, H46 1.135, H47 1.127
3 C 0.29 -2.45 -3.08  C2 1.598, O4 1.444, H48 1.136, H49 1.136
4 O 0.89 -1.83 -1.91  C3 1.444, C5 1.392
5 C -0.01 -1.03 -1.21  O4 1.392, C6 1.500, C16 1.502
6 C -1.07 -1.75 -0.43  C5 1.500, C7 1.593, C8 1.508
7 C -1.15 -3.34 -0.41  C6 1.593, H50 1.124, H51 1.136, H52 1.134
8 C -2.04 -0.92 0.38  C6 1.508, N9 1.492, C12 1.493
9 N -3.09 -1.62 1.18  C8 1.492, C10 1.270
10 C -4.14 -1.62 0.47  N9 1.270, O11 1.163
11 O -5.02 -2.00 -0.19  C10 1.163
12 C -1.92 0.56 0.38  C8 1.493, P13 1.865, C15 1.497
13 P -3.04 1.68 1.36  C12 1.865, S14 1.960, H53 1.429, H54 1.435
14 S -2.00 2.57 2.76  P13 1.960
15 C -0.84 1.23 -0.41  C12 1.497, C16 1.476, S42 1.833
16 C 0.13 0.46 -1.22  C5 1.502, C15 1.476, N17 1.450
17 N 1.24 0.98 -1.99  C16 1.450, P18 1.796, C21 1.450
18 P 2.78 0.97 -1.06  N17 1.796, C19 1.881, C20 1.898
19 C 2.28 0.69 0.74  P18 1.881, H55 1.135, H56 1.128, H57 1.129
20 C 3.84 -0.52 -1.56  P18 1.898, H58 1.134, H59 1.125, H60 1.136
21 C 1.00 2.29 -2.56  N17 1.450, C22 1.500, C41 1.480
22 C 1.68 2.60 -3.86  C21 1.500, P23 1.885, C25 1.504
23 P 2.77 1.35 -4.76  C22 1.885, N24 1.609, H61 1.422, H62 1.440
24 N 1.94 0.90 -6.06  P23 1.609, H63 1.026
25 C 1.56 3.94 -4.54  C22 1.504, C26 1.579, C33 1.506
26 C 2.33 4.24 -5.88  C25 1.579, C27 1.621, H64 1.121, H65 1.134
27 C 3.90 4.50 -5.58  C26 1.621, O28 1.447, H66 1.121, H67 1.134
28 O 4.03 4.54 -4.13  C27 1.447, C29 1.384
29 C 5.31 4.24 -3.69  O28 1.384, O30 1.213, C31 1.592
30 O 6.13 3.55 -4.25  C29 1.213
31 C 5.71 4.82 -2.26  C29 1.592, C32 1.606, H68 1.134, H69 1.126
32 C 6.24 3.65 -1.30  C31 1.606, H70 1.133, H71 1.126, H72 1.135
33 C 0.69 5.02 -3.96  C25 1.506, P34 1.895, C37 1.513
34 P 0.53 6.71 -4.82  C33 1.895, N35 1.780, O36 1.716
35 N 1.23 7.94 -3.75  P34 1.780, H73 1.029, H74 1.030
36 O -1.13 7.07 -5.08  P34 1.716, H75 0.985
37 C 0.00 4.69 -2.66  C33 1.513, C38 1.590, C41 1.493
38 C -0.91 5.84 -2.04  C37 1.590, C39 1.616, H76 1.124, H77 1.124
39 C -2.37 5.62 -2.69  C38 1.616, C40 1.604, H78 1.127, H79 1.125
40 C -3.32 4.76 -1.73  C39 1.604, H80 1.123, H81 1.130, H82 1.136
41 C 0.17 3.38 -1.98  C21 1.480, C37 1.493, S42 1.843
42 S -0.67 3.06 -0.37  C15 1.833, C41 1.843
43 H 1.91 -4.43 -1.34  C1 1.134
44 H 2.63 -5.19 -2.83  C1 1.135
45 H 2.91 -3.42 -2.52  C1 1.134
46 H 1.04 -4.16 -4.36  C2 1.135
47 H 0.06 -4.72 -2.96  C2 1.127
48 H -0.83 -2.53 -2.98  C3 1.136
49 H 0.45 -1.82 -4.01  C3 1.136
50 H -1.66 -3.75 -1.32  C7 1.124
51 H -0.08 -3.74 -0.39  C7 1.136
52 H -1.65 -3.74 0.53  C7 1.134
53 H -4.09 0.87 1.89  P13 1.429
54 H -3.54 2.66 0.43  P13 1.435
55 H 3.18 1.01 1.35  C19 1.135
56 H 2.04 -0.40 0.86  C19 1.128
57 H 1.44 1.36 1.08  C19 1.129
58 H 4.76 -0.15 -2.11  C20 1.134
59 H 4.13 -1.16 -0.68  C20 1.125
60 H 3.23 -1.09 -2.33  C20 1.136
61 H 2.98 0.17 -3.98  P23 1.422
62 H 4.04 1.92 -5.12  P23 1.440
63 H 2.48 1.10 -6.91  N24 1.026
64 H 1.95 5.14 -6.42  C26 1.121
65 H 2.24 3.38 -6.61  C26 1.134
66 H 4.45 3.66 -6.07  C27 1.121
67 H 4.23 5.52 -5.96  C27 1.134
68 H 4.77 5.20 -1.76  C31 1.134
69 H 6.47 5.65 -2.36  C31 1.126
70 H 5.39 3.19 -0.70  C32 1.133
71 H 6.74 2.84 -1.90  C32 1.126
72 H 6.95 4.13 -0.56  C32 1.135
73 H 2.24 7.77 -3.76  N35 1.029
74 H 1.04 8.88 -4.14  N35 1.030
75 H -1.34 7.87 -4.56  O36 0.985
76 H -1.03 5.68 -0.94  C38 1.124
77 H -0.50 6.86 -2.29  C38 1.124
78 H -2.25 5.08 -3.68  C39 1.127
79 H -2.88 6.60 -2.91  C39 1.125
80 H -4.41 4.97 -1.92  C40 1.123
81 H -3.00 4.94 -0.67  C40 1.130
82 H -3.10 3.66 -1.93  C40 1.136
83 O 2.88 -2.94 3.52  C84 1.192
84 C 1.80 -2.44 3.62  O83 1.192, O85 1.358, O89 1.364
85 O 1.38 -1.36 2.92  C84 1.358, C86 1.427
86 C 0.00 -1.17 3.23  O85 1.427, C87 1.498, H90 1.093, H91 1.091
87 C -0.12 -1.84 4.56  C86 1.498, F88 1.356, O89 1.416, H92 1.093
88 F -1.35 -2.39 4.73  C87 1.356
89 O 0.83 -2.89 4.47  C84 1.364, C87 1.416
90 H -0.61 -1.64 2.46  C86 1.093
91 H -0.25 -0.11 3.27  C86 1.091
92 H 0.12 -1.20 5.41  C87 1.093
93 O -1.47 -6.97 2.56  C94 1.187
94 C -2.56 -6.52 2.67  O93 1.187, O95 1.366, O99 1.374
95 O -3.02 -5.43 1.98  C94 1.366, C96 1.401
96 C -4.37 -5.28 2.30  O95 1.401, C97 1.495, H100 1.093, H101 1.090
97 C -4.49 -5.98 3.62  C96 1.495, F98 1.356, O99 1.416, H102 1.093
98 F -5.72 -6.54 3.78  C97 1.356
99 O -3.52 -7.01 3.52  C94 1.374, C97 1.416
100 H -4.98 -5.76 1.53  C96 1.093
101 H -4.64 -4.23 2.37  C96 1.090
102 H -4.27 -5.35 4.49  C97 1.093
103 O 3.55 -9.25 4.60  C104 1.189
104 C 3.41 -8.17 4.10  O103 1.189, O105 1.362, O109 1.366
105 O 3.83 -7.01 4.67  C104 1.362, C106 1.426
106 C 3.59 -5.98 3.71  O105 1.426, C107 1.499, H110 1.093, H111 1.088
107 C 2.51 -6.57 2.87  C106 1.499, F108 1.357, O109 1.415, H112 1.093
108 F 2.60 -6.15 1.58  C107 1.357
109 O 2.79 -7.96 2.91  C104 1.366, C107 1.415
110 H 4.51 -5.79 3.15  C106 1.093
111 H 3.29 -5.05 4.20  C106 1.088
112 H 1.50 -6.40 3.24  C107 1.093
113 O -8.90 -3.47 6.27  C114 1.188
114 C -9.03 -4.53 5.75  O113 1.188, O115 1.363, O119 1.366
115 O -8.00 -5.23 5.18  C114 1.363, C116 1.424
116 C -8.54 -6.49 4.78  O115 1.424, C117 1.499, H120 1.093, H121 1.089
117 C -10.00 -6.18 4.65  C116 1.499, F118 1.355, O119 1.414, H122 1.093
118 F -10.76 -7.27 4.96  C117 1.355
119 O -10.21 -5.19 5.63  C114 1.366, C117 1.414
120 H -8.33 -7.23 5.56  C116 1.093
121 H -8.10 -6.83 3.85  C116 1.089
122 H -10.30 -5.80 3.67  C117 1.093
123 O 1.45 2.89 2.91  C124 1.188
124 C 1.48 4.05 3.17  O123 1.188, O125 1.361, O129 1.365
125 O 0.95 4.60 4.29  C124 1.361, C126 1.423
126 C 1.30 5.98 4.28  O125 1.423, C127 1.500, H130 1.093, H131 1.090
127 C 1.54 6.23 2.83  C126 1.500, F128 1.355, O129 1.413, H132 1.093
128 F 2.49 7.18 2.64  C127 1.355
129 O 2.04 5.00 2.36  C124 1.365, C127 1.413
130 H 2.20 6.13 4.89  C126 1.093
131 H 0.50 6.59 4.69  C126 1.090
132 H 0.64 6.50 2.27  C127 1.093

3.
The following is a DFT calculation (wB97M-V/def2-TZVPD) of an isolated molecule of C2H3FINO.

As for the SMILES: O=C(CF)NI. The value obtained for the energy above the lowest of the compared OMol25 structures with the same formula, charge and spin is 0.559 eV. The calculation puts the HOMO-LUMO gap at 0.312 Eh. As for the LUMO energy: -0.017 Eh.

Last columns: bonded neighbours and bond lengths (Å).
Cartesian coordinates (Å):
1 O 1.53 -0.51 -0.69  C2 1.206
2 C 0.47 -0.11 -0.26  O1 1.206, C3 1.500, N5 1.618
3 C -0.82 -0.16 -1.02  C2 1.500, F4 1.394, H7 1.066, H8 1.083
4 F -1.91 0.26 -0.26  C3 1.394
5 N 0.48 0.36 1.29  C2 1.618, I6 2.066, H9 1.075
6 I 2.15 0.04 2.46  N5 2.066
7 H -0.92 -1.21 -1.21  C3 1.066
8 H -0.59 0.40 -1.91  C3 1.083
9 H -0.38 0.92 1.60  N5 1.075

4.
The following is a DFT calculation (wB97M-V/def2-TZVPD) of a 6-piece molecular cluster, C45H33ClF9N3O22S overall.

As for the SMILES: Cc1c(CCCCC(F)(F)C(F)(F)S(F)(F)(F)(F)F)cc(Cl)c2nc(ON=O)cnc12.O=C1C=C(O)C(=O)C=C1O.O=C1C=C(O)C(=O)C=C1O.O=C1C=C(O)C(=O)C=C1O.O=C1C=C(O)C(=O)C=C1O.O=C1C=C(O)C(=O)C=C1O. The calculation puts the HOMO-LUMO gap at 0.256 Eh. As for the LUMO energy: -0.059 Eh.

Last columns: bonded neighbours and bond lengths (Å).
Cartesian coordinates (Å):
1 C -4.15 0.40 1.01  C2 1.507, H32 1.086, H33 1.085, H34 1.078
2 C -2.71 -0.04 0.98  C1 1.507, C3 1.388, C31 1.423
3 C -1.66 0.81 0.64  C2 1.388, C4 1.508, C20 1.417
4 C -1.83 2.28 0.35  C3 1.508, C5 1.544, H35 1.084, H36 1.091
5 C -2.34 3.04 1.59  C4 1.544, C6 1.536, H37 1.081, H38 1.087
6 C -1.26 3.77 2.40  C5 1.536, C7 1.550, H39 1.086, H40 1.084
7 C -1.09 3.16 3.82  C6 1.550, C8 1.530, H41 1.080, H42 1.083
8 C 0.16 2.28 3.84  C7 1.530, F9 1.348, F10 1.348, C11 1.541
9 F 0.28 1.60 2.68  C8 1.348
10 F 1.24 3.08 3.95  C8 1.348
11 C 0.15 1.29 5.02  C8 1.541, F12 1.338, F13 1.333, S14 1.913
12 F 0.45 1.99 6.12  C11 1.338
13 F -1.07 0.77 5.19  C11 1.333
14 S 1.37 -0.17 4.88  C11 1.913, F15 1.571, F16 1.580, F17 1.593, F18 1.576, F19 1.570
15 F 2.34 0.70 3.99  S14 1.571
16 F 2.15 0.27 6.18  S14 1.580
17 F 0.42 -1.07 5.79  S14 1.593
18 F 0.60 -0.69 3.60  S14 1.576
19 F 2.37 -1.38 4.74  S14 1.570
20 C -0.34 0.28 0.56  C3 1.417, C21 1.357, H43 1.076
21 C -0.08 -1.01 0.87  C20 1.357, Cl22 1.738, C23 1.415
22 Cl 1.55 -1.60 0.81  C21 1.738
23 C -1.11 -1.89 1.28  C21 1.415, N24 1.366, C31 1.409
24 N -0.80 -3.17 1.65  C23 1.366, C25 1.288
25 C -1.82 -3.88 2.00  N24 1.288, O26 1.379, C29 1.413
26 O -1.59 -5.18 2.40  C25 1.379, N27 1.485
27 N -1.88 -5.32 3.85  O26 1.485, O28 1.146
28 O -0.93 -5.19 4.48  N27 1.146
29 C -3.15 -3.42 2.00  C25 1.413, N30 1.295, H44 1.079
30 N -3.46 -2.21 1.66  C29 1.295, C31 1.368
31 C -2.43 -1.40 1.30  C2 1.423, C23 1.409, N30 1.368
32 H -4.44 0.73 2.01  C1 1.086
33 H -4.27 1.26 0.36  C1 1.085
34 H -4.78 -0.40 0.67  C1 1.078
35 H -0.92 2.70 -0.05  C4 1.084
36 H -2.58 2.37 -0.44  C4 1.091
37 H -2.87 2.33 2.22  C5 1.081
38 H -3.09 3.76 1.27  C5 1.087
39 H -1.59 4.79 2.55  C6 1.086
40 H -0.31 3.83 1.88  C6 1.084
41 H -1.98 2.58 4.02  C7 1.080
42 H -0.94 3.96 4.53  C7 1.083
43 H 0.44 0.97 0.28  C20 1.076
44 H -3.94 -4.11 2.28  C29 1.079
45 O -2.32 -1.10 7.56  C46 1.216
46 C -2.92 -2.16 7.49  O45 1.216, C47 1.453, C53 1.505
47 C -3.52 -2.83 8.63  C46 1.453, C48 1.339, H55 1.081
48 C -4.14 -4.00 8.46  C47 1.339, O49 1.327, C50 1.505
49 O -4.71 -4.68 9.44  C48 1.327, H56 0.977
50 C -4.24 -4.66 7.10  C48 1.505, O51 1.217, C52 1.451
51 O -4.81 -5.73 7.04  C50 1.217
52 C -3.66 -3.97 5.96  C50 1.451, C53 1.340, H57 1.081
53 C -3.04 -2.80 6.14  C46 1.505, C52 1.340, O54 1.326
54 O -2.48 -2.12 5.15  C53 1.326, H58 0.978
55 H -3.44 -2.35 9.60  C47 1.081
56 H -5.08 -5.48 9.04  O49 0.977
57 H -3.75 -4.45 4.99  C52 1.081
58 H -2.10 -1.32 5.55  O54 0.978
59 O 4.72 0.69 -5.21  C60 1.215
60 C 3.87 1.09 -4.44  O59 1.215, C61 1.455, C67 1.509
61 C 3.36 2.46 -4.44  C60 1.455, C62 1.337, H69 1.081
62 C 2.45 2.83 -3.54  C61 1.337, O63 1.332, C64 1.496
63 O 1.95 4.07 -3.48  C62 1.332, H70 0.975
64 C 1.93 1.88 -2.51  C62 1.496, O65 1.223, C66 1.442
65 O 1.11 2.28 -1.69  C64 1.223
66 C 2.41 0.52 -2.52  C64 1.442, C67 1.342, H71 1.082
67 C 3.32 0.13 -3.42  C60 1.509, C66 1.342, O68 1.320
68 O 3.80 -1.10 -3.48  C67 1.320, H72 0.978
69 H 3.76 3.14 -5.18  C61 1.081
70 H 1.32 4.07 -2.74  O63 0.975
71 H 1.99 -0.14 -1.76  C66 1.082
72 H 4.44 -1.13 -4.22  O68 0.978
73 O 6.95 8.44 -1.95  C74 1.216
74 C 6.46 7.33 -1.90  O73 1.216, C75 1.452, C81 1.506
75 C 5.83 6.78 -0.71  C74 1.452, C76 1.340, H83 1.081
76 C 5.33 5.53 -0.75  C75 1.340, O77 1.327, C78 1.505
77 O 4.73 4.96 0.29  C76 1.327, H84 0.976
78 C 5.41 4.68 -1.98  C76 1.505, O79 1.217, C80 1.450
79 O 4.95 3.55 -1.93  C78 1.217
80 C 6.03 5.24 -3.17  C78 1.450, C81 1.340, H85 1.081
81 C 6.52 6.48 -3.14  C74 1.506, C80 1.340, O82 1.325
82 O 7.10 7.06 -4.18  C81 1.325, H86 0.977
83 H 5.77 7.40 0.17  C75 1.081
84 H 4.48 4.06 0.00  O77 0.976
85 H 6.07 4.62 -4.06  C80 1.081
86 H 7.37 7.95 -3.88  O82 0.977
87 O -5.78 0.92 -6.54  C88 1.216
88 C -5.22 0.65 -5.49  O87 1.216, C89 1.452, C95 1.506
89 C -3.78 0.74 -5.29  C88 1.452, C90 1.340, H97 1.081
90 C -3.26 0.41 -4.10  C89 1.340, O91 1.327, C92 1.505
91 O -1.96 0.46 -3.84  C90 1.327, H98 0.978
92 C -4.12 -0.05 -2.96  C90 1.505, O93 1.217, C94 1.451
93 O -3.56 -0.34 -1.92  C92 1.217
94 C -5.56 -0.11 -3.15  C92 1.451, C95 1.340, H99 1.081
95 C -6.08 0.22 -4.34  C88 1.506, C94 1.340, O96 1.326
96 O -7.38 0.19 -4.59  C95 1.326, H100 0.977
97 H -3.18 1.07 -6.12  C89 1.081
98 H -1.86 0.17 -2.91  O91 0.978
99 H -6.17 -0.43 -2.31  C94 1.081
100 H -7.48 0.47 -5.52  O96 0.977
101 O 4.17 -2.88 -5.64  C102 1.218
102 C 3.68 -4.00 -5.57  O101 1.218, C103 1.449, C109 1.504
103 C 3.06 -4.54 -4.38  C102 1.449, C104 1.341, H111 1.081
104 C 2.56 -5.78 -4.40  C103 1.341, O105 1.324, C106 1.506
105 O 1.98 -6.34 -3.35  C104 1.324, H112 0.976
106 C 2.63 -6.65 -5.63  C104 1.506, O107 1.216, C108 1.453
107 O 2.16 -7.77 -5.55  C106 1.216
108 C 3.23 -6.10 -6.83  C106 1.453, C109 1.339, H113 1.081
109 C 3.72 -4.85 -6.81  C102 1.504, C108 1.339, O110 1.327
110 O 4.29 -4.28 -7.87  C109 1.327, H114 0.976
111 H 3.02 -3.90 -3.50  C103 1.081
112 H 1.71 -7.24 -3.63  O105 0.976
113 H 3.26 -6.72 -7.71  C108 1.081
114 H 4.56 -3.39 -7.58  O110 0.976

no.,HOMO (Eh)
1,-0.52354
2,-0.29036
3,-0.32911
4,-0.31471